ORCA calculation (the ωB97M-V functional and the def2-TZVPD basis) on a structure of composition C30H22KN4O3S.

Kohn-Sham gap: 5.56 eV
HOMO: -3.525 eV
Net charge: -1
Largest force on an atom: 0.25 eV Å⁻¹
2S+1: 1

Atoms and positions in Å:
K1 -0.03 1.53 -2.44
O1 2.52 2.84 1.47
C1 2.01 2.43 0.40
N1 0.78 2.48 -0.06
C2 -0.23 3.15 0.65
C3 0.02 4.19 1.56
C4 -1.00 4.89 2.19
C5 -2.32 4.55 1.94
C6 -2.60 3.52 1.06
C7 -1.59 2.81 0.39
N2 -1.91 1.84 -0.57
C8 -2.90 1.01 -0.35
O2 -3.64 0.85 0.65
C9 -3.16 0.01 -1.50
C10 -4.25 -0.85 -1.36
C11 -4.51 -1.78 -2.34
C12 -3.67 -1.83 -3.45
C13 -2.61 -0.94 -3.50
N3 -2.36 -0.03 -2.56
C14 2.99 1.63 -0.49
C15 4.22 1.29 0.07
C16 5.12 0.52 -0.65
C17 4.77 0.12 -1.93
C18 3.54 0.52 -2.42
N4 2.67 1.26 -1.73
H1 1.05 4.44 1.77
H2 -0.75 5.69 2.88
H3 -3.13 5.07 2.43
H4 -3.62 3.23 0.86
H5 -4.84 -0.77 -0.46
H6 -5.34 -2.47 -2.25
H7 -3.82 -2.55 -4.25
H8 -1.92 -0.97 -4.34
H9 4.43 1.64 1.08
H10 6.07 0.23 -0.22
H11 5.43 -0.50 -2.53
H12 3.23 0.22 -3.42
O3 0.69 -1.47 -1.93
S1 0.40 -0.84 -0.60
C19 -0.86 -1.84 0.20
C20 -1.58 -1.27 1.23
C21 -2.58 -2.01 1.84
C22 -2.84 -3.30 1.40
C23 -2.12 -3.85 0.35
C24 -1.12 -3.11 -0.27
C25 1.75 -1.27 0.51
C26 1.83 -0.61 1.72
C27 2.88 -0.91 2.58
C28 3.82 -1.86 2.21
C29 3.74 -2.50 0.98
C30 2.69 -2.20 0.11
H13 -1.41 -0.24 1.52
H14 -3.18 -1.56 2.62
H15 -3.63 -3.88 1.87
H16 -2.35 -4.85 -0.01
H17 -0.57 -3.50 -1.12
H18 1.12 0.17 1.97
H19 2.96 -0.39 3.52
H20 4.64 -2.09 2.88
H21 4.49 -3.22 0.69
H22 2.61 -2.66 -0.86

Atom-resolved charges from Mulliken, all expressed in e: number 1, K, carries 0.94; number 2, O, carries -0.81; number 3, C, carries -0.41; number 4, N, carries 0.09; number 5, C, carries 0.16; number 6, C, carries -0.61; number 7, C, carries -0.60; number 8, C, carries -0.68; number 9, C, carries -0.38; number 10, C, carries 0.40; number 11, N, carries 0.00; number 12, C, carries -0.36; number 13, O, carries -0.78; number 14, C, carries 0.42; number 15, C, carries -0.56; number 16, C, carries -0.40; number 17, C, carries -0.62; number 18, C, carries -0.22; number 19, N, carries 0.05; number 20, C, carries 0.77; number 21, C, carries -0.61; number 22, C, carries -0.33; number 23, C, carries -0.65; number 24, C, carries -0.17; number 25, N, carries -0.08; number 26, H, carries 0.41; number 27, H, carries 0.36; number 28, H, carries 0.35; number 29, H, carries 0.40; number 30, H, carries 0.44; number 31, H, carries 0.40; number 32, H, carries 0.37; number 33, H, carries 0.34; number 34, H, carries 0.44; number 35, H, carries 0.41; number 36, H, carries 0.39; number 37, H, carries 0.32; number 38, O, carries -0.75; number 39, S, carries 1.34; number 40, C, carries 0.29; number 41, C, carries -0.02; number 42, C, carries -0.68; number 43, C, carries -0.54; number 44, C, carries -0.71; number 45, C, carries -0.51; number 46, C, carries 0.28; number 47, C, carries -0.10; number 48, C, carries -0.84; number 49, C, carries -0.49; number 50, C, carries -0.71; number 51, C, carries -0.42; number 52, H, carries 0.18; number 53, H, carries 0.39; number 54, H, carries 0.38; number 55, H, carries 0.40; number 56, H, carries 0.44; number 57, H, carries 0.21; number 58, H, carries 0.42; number 59, H, carries 0.38; number 60, H, carries 0.40; number 61, H, carries 0.46